C30H49O5Si2Tc | the ωB97M-V functional and the def2-TZVPD basis

Structure (XYZ):
```
87
C30H49O5Si2Tc | OMol25 | the ωB97M-V functional and the def2-TZVPD basis
C 0.191 -1.183 -5.320
C -0.088 -1.767 -3.924
C -0.188 0.326 -5.254
C -1.064 0.479 -4.007
H -0.737 0.544 -6.173
H 0.716 0.937 -5.221
C -1.274 -0.941 -3.408
H 0.806 -1.600 -3.305
H -0.281 -2.847 -3.981
C -1.312 -0.723 -1.910
H -2.194 -1.406 -3.790
H -2.043 0.872 -4.305
C -0.538 1.330 -2.786
C 1.589 -1.465 -5.833
C -0.599 -1.896 -6.424
O -1.241 -1.340 -7.302
O 2.537 -1.761 -5.129
O 1.673 -1.371 -7.177
O -0.517 -3.234 -6.370
C -1.095 -3.852 -7.526
H -0.930 -4.922 -7.384
H -0.588 -3.490 -8.428
H -2.162 -3.611 -7.584
C 2.970 -1.728 -7.642
H 3.733 -1.124 -7.137
H 2.949 -1.539 -8.712
H 3.163 -2.788 -7.440
O -0.614 0.465 -1.559
H -0.848 -1.543 -1.349
H -2.358 -0.601 -1.591
C -1.473 2.525 -2.607
C 0.910 1.787 -2.886
H 1.049 2.447 -3.751
H 1.599 0.934 -2.961
H 1.177 2.352 -1.983
H -1.232 3.080 -1.694
H -2.519 2.202 -2.557
H -1.367 3.209 -3.459
Tc 0.069 -0.561 2.347
C -2.710 -0.739 3.180
C -3.070 -0.615 1.817
C -2.232 -1.432 1.035
H -3.929 -0.073 1.435
C -1.319 -2.125 1.910
C -1.570 -1.650 3.267
H -1.250 -2.184 4.156
H -3.285 -0.340 4.006
H -2.354 -1.656 -0.019
H -0.886 -3.096 1.688
C 2.279 -0.208 2.368
C 1.898 -1.185 3.345
C 1.310 -2.283 2.647
H 2.081 -1.147 4.407
C 1.314 -1.971 1.242
C 1.895 -0.680 1.069
H 2.018 -0.174 0.123
H 2.782 0.733 2.563
H 0.981 -3.207 3.113
H 0.948 -2.586 0.432
C -0.576 2.131 6.671
Si -0.159 0.562 5.700
C 1.467 0.005 6.468
C -1.442 -0.657 6.328
C -0.148 0.886 3.799
Si 0.611 2.577 3.319
C 2.230 2.923 4.229
C 0.824 2.660 1.466
C -0.554 3.965 3.829
H -0.660 1.840 7.728
H -1.540 2.558 6.371
H 0.187 2.914 6.607
H 1.439 0.256 7.540
H 1.587 -1.082 6.388
H 2.340 0.497 6.025
H -2.459 -0.412 6.002
H -1.219 -1.692 6.051
H -1.413 -0.593 7.426
H -1.234 1.091 3.593
H 3.041 2.271 3.882
H 2.506 3.963 3.995
H 2.158 2.833 5.323
H 0.032 2.123 0.928
H 0.779 3.721 1.195
H 1.790 2.266 1.140
H -1.517 3.878 3.309
H -0.753 4.024 4.904
H -0.088 4.912 3.522
```

Summary:
charge: -1
multiplicity: 4
E_HOMO (spin up / spin down): -0.043 / -0.092 Ha
LUMO (spin up / spin down): 2.068 / 2.067 eV
gap between HOMO and LUMO (spin up / spin down): 3.24 / 4.58 eV



C30H50Cl3N4O4PtSi | the ωB97M-V functional and the def2-TZVPD basis

Structure (XYZ):
```
93
C30H50Cl3N4O4PtSi | OMol25 | the ωB97M-V functional and the def2-TZVPD basis
C -2.196 1.185 -3.842
C -2.437 2.015 -2.625
H -3.126 1.045 -4.399
H -1.773 0.211 -3.570
H -1.479 1.662 -4.528
C -3.481 2.838 -2.459
C -4.673 2.938 -3.349
H -3.508 3.509 -1.595
H -4.659 2.210 -4.167
H -4.785 3.940 -3.786
H -5.574 2.761 -2.743
Pt -0.215 -0.720 -0.317
Cl 1.518 0.251 -1.540
Cl -0.774 -2.143 -2.045
H 3.555 -3.874 2.249
H 4.796 -4.110 0.002
C 2.614 -4.022 1.712
C 3.806 -4.246 -0.458
N 2.781 -3.576 0.336
H 1.819 -3.457 2.200
C 1.998 -2.652 -0.180
O 1.008 -2.198 0.501
H 3.805 -3.805 -1.456
H 2.212 -2.265 -1.182
H 2.369 -5.088 1.716
H 3.583 -5.323 -0.535
H -3.796 -0.669 -1.959
H -4.778 1.139 -0.178
C -3.982 -1.430 -1.191
C -5.007 0.205 0.363
N -3.983 -0.802 0.129
H -3.215 -2.209 -1.241
C -2.969 -0.926 0.966
O -1.918 -1.599 0.701
H -5.045 0.407 1.439
H -3.102 -0.423 1.945
H -4.978 -1.846 -1.364
H -5.977 -0.169 0.014
O -1.626 0.663 -0.872
C -1.382 1.849 -1.528
C -1.965 3.000 0.651
C -1.283 3.015 -0.559
H -2.525 2.105 0.930
C -1.889 4.111 1.493
H -0.423 1.814 -2.052
C -0.423 4.061 -0.886
H -2.456 4.084 2.424
C -1.092 5.200 1.133
C -0.350 5.183 -0.054
H 0.169 3.943 -1.801
H -1.032 6.060 1.802
H 0.297 6.022 -0.327
Si -0.605 -4.999 -4.511
Cl -1.864 -3.317 -4.714
C -1.549 -6.189 -3.396
C 1.065 -4.223 -4.106
C -0.390 -6.154 -6.005
H -2.189 -5.705 -2.640
H -0.851 -6.873 -2.887
H -2.197 -6.829 -4.026
H -1.308 -6.705 -6.262
H 0.358 -6.892 -5.661
H -0.011 -5.678 -6.916
H 1.018 -3.394 -3.375
H 1.494 -3.799 -5.028
H 1.803 -4.958 -3.738
C 5.074 4.517 3.068
C 4.178 4.002 4.181
N 3.358 2.815 3.849
C 3.938 1.495 4.211
C 3.931 1.207 5.702
C 2.302 2.968 2.950
O 2.126 4.027 2.352
C 1.321 1.828 2.823
C 0.704 1.374 3.986
C -0.136 0.273 3.895
C -0.299 -0.315 2.654
N 0.172 0.219 1.517
C 0.970 1.303 1.575
H 5.714 3.704 2.692
H 5.725 5.302 3.481
H 4.493 4.970 2.250
H 4.783 3.691 5.040
H 3.468 4.788 4.489
H 3.391 0.718 3.650
H 4.992 1.482 3.863
H 2.926 1.330 6.123
H 4.246 0.165 5.867
H 4.621 1.869 6.240
H 0.917 1.856 4.937
H -0.660 -0.149 4.755
H -0.876 -1.236 2.570
H 1.396 1.641 0.632
```

Summary:
charge: -1
multiplicity: 3
E_HOMO (spin up / spin down): -0.045 / -0.187 Ha
LUMO (spin up / spin down): 2.153 / 2.123 eV
gap between HOMO and LUMO (spin up / spin down): 3.37 / 7.22 eV



C30H50F6O30PS5 | the ωB97M-V functional and the def2-TZVPD basis

Structure (XYZ):
```
122
C30H50F6O30PS5 | OMol25 | the ωB97M-V functional and the def2-TZVPD basis
P 0.315 0.739 -1.370
F -0.980 0.563 -2.375
F -0.653 1.241 -0.127
F 0.193 -0.902 -0.904
F 1.533 1.010 -0.361
F 1.360 0.265 -2.522
F 0.530 2.304 -1.790
O -3.959 -1.488 6.720
C -3.425 -2.224 5.871
O -2.268 -1.960 5.243
C -1.807 -3.011 4.442
C -3.118 -3.711 4.024
C -3.965 -3.487 5.255
H -1.065 -3.720 4.810
H -1.359 -2.556 3.559
H -3.023 -4.762 3.750
H -3.636 -3.381 3.124
H -3.871 -4.339 5.929
H -5.031 -3.396 5.047
O 1.194 9.495 2.486
C 0.365 8.921 1.787
O -0.850 9.336 1.585
C -1.524 8.706 0.490
C -0.377 7.931 -0.198
C 0.580 7.642 1.011
H -1.956 9.493 -0.127
H -2.255 7.968 0.821
H 0.068 8.626 -0.910
H -0.719 7.063 -0.762
H 1.602 7.540 0.647
H 0.264 6.741 1.537
O -8.211 -1.888 1.476
C -7.630 -1.167 0.694
O -7.181 0.037 1.091
C -6.329 0.636 0.158
C -6.079 -0.478 -0.899
C -7.246 -1.422 -0.804
H -5.348 0.979 0.487
H -6.820 1.445 -0.382
H -5.199 -1.103 -0.747
H -5.961 -0.081 -1.907
H -6.947 -2.449 -1.014
H -8.026 -1.097 -1.493
O -2.993 6.627 7.535
C -3.362 5.631 6.857
O -2.804 5.387 5.673
C -3.469 4.311 4.960
C -4.775 4.177 5.697
C -4.444 4.541 7.089
H -2.794 3.456 4.937
H -3.771 4.621 3.959
H -5.185 3.170 5.618
H -5.521 4.853 5.279
H -4.057 3.651 7.586
H -5.269 4.976 7.652
O -2.875 -9.110 -3.569
C -2.110 -8.401 -2.865
O -1.743 -8.724 -1.638
C -0.997 -7.691 -0.933
C -1.211 -6.475 -1.774
C -1.543 -7.041 -3.197
H 0.052 -7.979 -0.999
H -1.333 -7.402 0.063
H -0.342 -5.817 -1.766
H -2.027 -5.856 -1.400
H -0.578 -7.161 -3.690
H -2.202 -6.418 -3.801
C -1.307 -2.483 -6.845
C -2.813 -2.381 -6.563
O -3.392 -3.514 -7.138
S -2.610 -4.013 -8.521
O -3.004 -3.110 -9.597
O -2.503 -5.412 -8.652
O -1.137 -3.411 -7.851
H -0.745 -2.804 -5.969
H -0.991 -1.482 -7.139
H -3.358 -1.535 -6.983
H -3.105 -2.459 -5.515
C 4.073 2.679 4.440
C 2.698 3.100 5.121
O 2.697 2.441 6.367
S 3.956 1.391 6.598
O 3.656 0.093 5.930
O 4.497 1.388 7.977
O 4.923 2.393 5.607
H 4.431 3.473 3.785
H 3.976 1.762 3.857
H 1.857 2.705 4.552
H 2.511 4.169 5.222
C 3.087 4.262 -6.927
C 1.837 3.550 -7.394
O 2.304 2.610 -8.412
S 3.926 2.528 -8.600
O 4.314 3.358 -9.718
O 4.452 1.195 -8.514
O 4.211 3.302 -7.106
H 3.040 4.528 -5.871
H 3.204 5.233 -7.409
H 1.118 4.253 -7.816
H 1.501 2.980 -6.528
C 7.721 0.920 -1.937
C 7.266 -0.509 -2.202
O 8.340 -1.420 -1.826
S 9.559 -0.583 -1.033
O 10.731 -0.431 -1.861
O 9.809 -1.105 0.279
O 8.659 0.787 -0.901
H 6.806 1.449 -1.670
H 8.098 1.325 -2.876
H 7.030 -0.588 -3.263
H 6.386 -0.736 -1.600
C 5.207 -4.710 1.935
C 3.799 -4.210 1.771
O 2.949 -5.347 2.048
S 3.746 -6.619 2.759
O 3.173 -7.816 2.138
O 3.904 -6.480 4.244
O 5.104 -6.156 1.971
H 5.703 -4.246 2.788
H 5.734 -4.318 1.065
H 3.549 -4.013 0.728
H 3.593 -3.366 2.430
```

Summary:
charge: -1
E_HOMO: -0.325 Ha
LUMO: 1.319 eV
gap between HOMO and LUMO: 10.16 eV